(1)
The following is a quantum chemistry calculation of a 2-piece molecular cluster, C27H58FN3O7PS overall, from the OMol25 dataset.

ORCA input file:
```
! wB97M-V def2-TZVPD RIJCOSX def2/J DEFGRID3
* xyz 1 1
C 5.361 0.888 -0.236
C 3.864 0.350 -0.284
C 2.932 1.042 0.796
C 1.770 0.019 1.207
C 2.032 -0.264 2.725
N 0.392 0.558 0.903
C -0.627 -0.371 1.557
C -0.622 -1.846 1.037
C -0.622 -2.982 2.120
C 0.834 -3.558 2.400
C -1.422 -2.658 3.433
C 0.149 1.891 1.579
C -0.128 3.065 0.577
C -0.146 4.413 1.390
O 0.909 5.265 0.900
C 2.088 5.164 1.716
C -1.441 2.713 -0.211
N -1.699 3.879 -1.122
P -3.010 2.620 0.825
N -3.031 3.604 2.088
C -1.096 1.379 -1.067
C -0.646 1.969 -2.482
O 0.032 0.938 -3.260
C 1.322 1.372 -3.658
C 2.117 0.165 -4.308
O 3.217 0.621 -5.081
C 4.439 0.532 -4.368
C 5.072 -0.918 -4.372
C -2.354 0.497 -1.341
F -3.359 1.208 -2.036
C -2.112 -0.813 -2.166
C -3.474 -1.629 -2.215
C 0.181 0.618 -0.570
H 5.483 1.782 0.407
H 5.643 1.108 -1.298
H 6.024 0.042 0.067
H 3.424 0.462 -1.311
H 3.939 -0.757 -0.124
H 2.527 1.973 0.339
H 3.593 1.268 1.667
H 1.999 -0.914 0.651
H 3.089 -0.623 2.802
H 1.973 0.654 3.356
H 1.399 -1.049 3.187
H -0.635 -0.258 2.665
H -1.613 0.070 1.255
H 0.207 -2.085 0.321
H -1.553 -1.997 0.429
H -1.156 -3.847 1.646
H 1.540 -3.276 1.574
H 0.843 -4.667 2.458
H 1.280 -3.158 3.339
H -2.069 -1.761 3.333
H -0.659 -2.414 4.223
H -1.961 -3.550 3.827
H -0.752 1.843 2.242
H 0.983 2.199 2.242
H 0.674 3.207 -0.194
H 0.029 4.233 2.482
H -1.084 4.997 1.308
H 2.166 4.161 2.193
H 2.957 5.371 1.042
H 2.088 6.000 2.462
H -2.575 3.624 -1.594
H -1.956 4.700 -0.568
H -3.322 1.312 1.316
H -4.070 3.006 -0.068
H -3.200 3.054 2.930
H 0.146 2.749 -2.352
H -1.500 2.311 -3.097
H 1.967 1.723 -2.803
H 1.299 2.220 -4.395
H 1.415 -0.492 -4.863
H 2.552 -0.410 -3.443
H 4.383 0.887 -3.308
H 5.195 1.189 -4.865
H 4.854 -1.495 -3.444
H 6.186 -0.834 -4.455
H 4.744 -1.525 -5.245
H -2.878 0.135 -0.418
H -1.380 -1.506 -1.690
H -1.864 -0.611 -3.236
H -3.777 -2.021 -1.217
H -3.397 -2.439 -2.982
H -4.318 -0.983 -2.568
H 1.035 1.191 -1.012
H 0.278 -0.382 -1.055
C -3.649 -5.456 1.618
C -5.070 -5.972 1.759
O -5.788 -4.902 2.379
S -5.165 -3.492 1.899
O -5.956 -2.986 0.824
O -4.852 -2.718 3.057
O -3.787 -4.073 1.276
H -3.108 -5.523 2.566
H -3.093 -5.985 0.845
H -5.127 -6.874 2.365
H -5.521 -6.162 0.781
*
```

The HOMO energy comes out at -11.166 eV. For the energy above the lowest of the compared OMol25 structures with the same formula, charge and spin, the calculation gives 0.000 eV.

Results of the Mulliken charge analysis, in e, for atoms 1 through 4: C -1.116; C 0.145; C -0.715; C 0.276

---

(2)
The following is a quantum chemistry calculation of a 2-piece molecular cluster, C2H6N2O overall, from the OMol25 dataset.

ORCA input file:
```
! wB97M-V def2-TZVPD RIJCOSX def2/J DEFGRID3
* xyz 0 1
O -1.475 -0.920 -0.480
C -1.790 -1.902 -1.333
N 1.903 0.524 1.716
C 1.768 1.791 1.390
N 1.028 2.450 0.518
H -1.113 -2.744 -1.169
H 1.004 0.088 1.481
H 2.435 2.444 1.977
H -2.881 -2.075 -1.426
H -1.665 -1.518 -2.392
H 0.785 1.863 -0.281
*
```

The HOMO energy comes out at -8.029 eV. For the energy above the lowest of the compared OMol25 structures with the same formula, charge and spin, the calculation gives 9.004 eV.

Results of the Mulliken charge analysis, in e, for atoms 1 through 4: O -0.400; C -0.415; N -0.458; C 0.142

---

(3)
The following is a quantum chemistry calculation of C36H35Cl2CrN4O2S6 as an isolated structure, from the OMol25 dataset.

ORCA input file:
```
! wB97M-V def2-TZVPD RIJCOSX def2/J DEFGRID3
* xyz -2 2
Cr 0.217 -0.084 0.520
S 5.195 0.512 5.695
C 4.053 0.534 4.467
S 2.373 0.720 4.724
C 1.837 0.685 3.064
C 2.817 0.513 2.148
S 2.565 0.416 0.429
S 4.425 0.361 2.807
S 0.138 0.845 2.702
N -2.338 -1.921 -1.052
C -2.681 -1.776 0.246
S -2.518 -0.286 0.988
N -3.049 -2.952 0.832
C -3.781 -3.202 2.002
C -4.578 -2.259 2.646
C -5.287 -2.624 3.782
C -5.232 -3.916 4.284
C -4.456 -4.858 3.623
C -3.740 -4.508 2.493
H -1.767 -1.161 -1.396
H -1.998 -2.834 -1.337
H -2.640 -3.782 0.418
H -4.623 -1.248 2.278
H -5.889 -1.875 4.283
H -5.781 -4.183 5.177
H -4.393 -5.873 3.996
H -3.114 -5.238 1.990
Cl -2.153 3.245 -3.808
C -2.498 3.459 -2.117
C -3.221 2.471 -1.473
C -3.603 2.629 -0.154
C -3.269 3.796 0.512
C -2.514 4.754 -0.133
Cl -2.058 6.191 0.755
C -2.058 4.610 -1.450
N -1.244 5.571 -2.023
C -0.099 5.305 -2.834
C 0.068 6.090 -3.972
C 1.169 5.920 -4.790
C 2.106 4.941 -4.479
C 1.941 4.166 -3.345
C 0.856 4.345 -2.485
C 0.754 3.507 -1.247
C 0.422 2.028 -1.499
O 0.807 1.471 -2.515
O -0.259 1.504 -0.540
H -3.465 1.568 -2.017
H -4.133 1.838 0.355
H -3.547 3.952 1.545
H -1.220 6.448 -1.532
H -0.700 6.815 -4.214
H 1.285 6.533 -5.676
H 2.965 4.782 -5.119
H 2.663 3.401 -3.093
H 0.066 3.910 -0.513
H 1.730 3.457 -0.750
C 2.297 -2.630 -1.936
C 0.850 -2.941 -2.339
C 0.214 -1.709 -2.982
C 0.119 -3.622 -1.189
C -0.404 -4.887 -1.412
C -0.816 -5.727 -0.377
C -0.544 -5.303 0.927
C -0.072 -4.040 1.226
C 0.298 -3.718 2.663
C 1.754 -3.251 2.774
C -0.645 -2.738 3.365
C 0.115 -3.079 0.155
N 0.329 -1.800 0.399
H 2.891 -2.384 -2.822
H 2.752 -3.490 -1.439
H 2.344 -1.787 -1.247
H 0.893 -3.702 -3.129
H 0.105 -0.881 -2.281
H -0.756 -1.949 -3.426
H 0.854 -1.334 -3.783
H -0.427 -5.255 -2.435
H -1.203 -6.718 -0.578
H -0.714 -5.989 1.755
H 0.218 -4.673 3.201
H 1.904 -2.327 2.215
H 2.438 -4.007 2.380
H 2.014 -3.059 3.819
H -0.657 -1.768 2.879
H -0.317 -2.588 4.399
H -1.668 -3.122 3.392
*
```

The HOMO energy (spin up / spin down) comes out at -1.128 / -1.461 eV. For the energy above the lowest of the compared OMol25 structures with the same formula, charge and spin, the calculation gives 0.114 eV. The expectation value of S² is 0.78.

Results of the Mulliken charge analysis, in e, for atoms 1 through 4: Cr 1.608; S -0.384; C 0.114; S -0.122

---

(4)
The following is a quantum chemistry calculation of C3H3O3Sn as an isolated structure, from the OMol25 dataset.

ORCA input file:
```
! wB97M-V def2-TZVPD RIJCOSX def2/J DEFGRID3
* xyz 3 1
O 1.577 -0.174 0.732
Sn 1.643 1.709 0.179
O 1.768 -2.024 -0.518
C 1.648 -1.279 0.345
O -1.383 -0.492 0.693
C -2.322 0.032 0.370
H -4.007 0.762 -0.076
C -3.225 0.212 -0.710
H -2.775 0.896 -1.445
H -3.578 -0.771 -1.058
*
```

The HOMO energy comes out at -26.706 eV. For the energy above the lowest of the compared OMol25 structures with the same formula, charge and spin, the calculation gives 0.000 eV.

Results of the Mulliken charge analysis, in e, for atoms 1 through 4: O -0.338; Sn 1.545; O 0.022; C 0.780

---

(5)
The following is a quantum chemistry calculation of C28H34IN5O5PmS as an isolated structure, from the OMol25 dataset.

ORCA input file:
```
! wB97M-V def2-TZVPD RIJCOSX def2/J DEFGRID3
* xyz 1 5
Pm -0.601 1.652 -1.511
C -4.098 0.477 -3.231
C -3.776 -0.115 -1.895
N -4.146 -1.354 -1.649
C -3.834 -1.893 -0.456
C -3.101 -1.249 0.508
C -2.734 -1.979 1.768
O -1.309 -2.109 1.814
C -2.647 0.065 0.259
C -1.831 0.769 1.266
N -1.194 1.853 1.017
C -0.630 2.639 2.067
C -0.846 2.373 3.418
C -0.297 3.172 4.406
C 0.472 4.272 4.062
C 0.669 4.579 2.725
C 0.115 3.774 1.737
I 0.447 4.365 -0.225
C -3.051 0.666 -0.951
O -2.726 1.918 -1.267
H -4.724 -0.216 -3.787
H -3.185 0.670 -3.801
H -4.609 1.434 -3.119
H -4.187 -2.903 -0.280
H -3.217 -2.958 1.766
H -3.092 -1.437 2.652
H -1.079 -2.689 2.547
H -1.812 0.334 2.263
H -1.469 1.541 3.716
H -0.487 2.943 5.446
H 0.901 4.907 4.826
H 1.244 5.453 2.453
N -1.072 3.447 -3.377
N 0.323 3.241 -3.586
C 0.726 1.881 -3.860
O 1.862 1.677 -4.212
O -0.228 1.034 -3.577
H -1.598 3.264 -4.226
H -1.216 4.406 -3.086
H 0.784 3.874 -4.229
C 2.658 -1.312 4.936
C 2.695 -0.896 3.492
C 2.431 0.423 3.123
C 2.453 0.816 1.797
C 2.742 -0.131 0.823
C 2.999 -1.451 1.159
C 2.981 -1.824 2.495
S 2.755 0.312 -0.886
C 4.230 1.299 -0.935
O 1.659 1.364 -1.013
H 2.684 -0.448 5.598
H 3.502 -1.956 5.183
H 1.746 -1.872 5.155
H 2.206 1.157 3.888
H 2.236 1.841 1.521
H 3.213 -2.182 0.388
H 3.190 -2.852 2.765
H 4.122 2.113 -0.221
H 4.328 1.676 -1.952
H 5.078 0.663 -0.680
C -1.168 -4.075 -1.955
C 0.060 -3.210 -2.258
C 0.241 -3.010 -3.768
C 1.318 -3.813 -1.625
C -0.151 -1.870 -1.664
N -0.296 -0.813 -1.247
H -0.999 -5.069 -2.370
H -2.068 -3.655 -2.405
H -1.328 -4.165 -0.880
H 0.446 -3.981 -4.221
H 1.071 -2.338 -3.986
H -0.662 -2.598 -4.218
H 1.471 -4.810 -2.039
H 1.211 -3.899 -0.543
H 2.199 -3.211 -1.849
*
```

The HOMO energy (spin up / spin down) comes out at -10.756 / -10.739 eV. For the energy above the lowest of the compared OMol25 structures with the same formula, charge and spin, the calculation gives 0.000 eV. The expectation value of S² is 6.01.

Results of the Mulliken charge analysis, in e, for atoms 1 through 4: Pm 0.824; C -1.166; C 0.782; N -0.615

---

(6)
The following is a quantum chemistry calculation of H26MnO15P as an isolated structure, from the OMol25 dataset.

ORCA input file:
```
! wB97M-V def2-TZVPD RIJCOSX def2/J DEFGRID3
* xyz 4 7
O -28.290 6.257 6.651
H -27.679 6.968 6.443
H -28.350 5.784 5.818
H -29.153 6.657 6.783
O -29.107 7.533 3.280
H -28.998 8.139 4.016
H -28.874 6.659 3.600
H -28.491 7.704 2.564
O -25.514 6.450 3.975
H -25.803 5.545 3.833
H -25.630 6.934 3.154
H -26.066 6.903 4.617
O -29.345 1.141 4.782
H -29.925 0.506 4.356
H -29.074 1.836 4.177
H -28.573 0.690 5.132
Mn -27.168 3.254 2.102
P -27.888 4.022 4.468
O -28.665 5.319 4.390
O -27.848 3.526 5.895
O -26.559 4.322 3.787
O -28.498 2.946 3.538
O -25.104 4.458 7.694
H -25.857 3.878 7.807
H -24.772 4.252 6.820
O -27.697 2.707 8.265
H -27.747 2.973 7.347
H -27.933 3.495 8.756
O -31.017 4.580 3.444
H -30.071 4.547 3.588
H -31.326 5.264 4.039
O -30.623 3.707 6.106
H -29.688 3.774 6.301
H -30.772 4.359 5.421
O -24.578 3.659 5.290
H -23.909 3.875 4.641
H -25.399 3.659 4.798
O -25.947 1.702 2.929
H -26.264 1.234 3.702
H -25.551 1.022 2.383
O -26.402 1.336 5.859
H -26.217 1.196 6.788
H -27.055 2.036 5.847
*
```

The HOMO energy (spin up / spin down) comes out at -22.238 / -22.226 eV. The expectation value of S² is 12.01.

Results of the Mulliken charge analysis, in e, for atoms 1 through 4: O -0.306; H 0.482; H 0.199; H 0.508